#w
A cluster of 2 separate species, C2H5NOS in total, computed with ωB97M-V/def2-TZVPD.

- Spin multiplicity: 1
- Frontier orbital gap (alpha / beta): 7.117 / 7.121 eV

Each line ends with the Mulliken charge.
Element x y z (Å)
C -0.5442 0.1684 0.0739  0.299
C -1.6490 -0.8303 0.1857  -0.707
N -0.4698 1.3448 0.0183  -0.329
O 2.6657 0.6408 -0.2481  -0.489
S 1.9009 -0.8713 -0.6271  -0.213
H -1.6028 -1.2837 1.2094  0.240
H -2.3767 -0.0098 0.1053  0.291
H -1.7354 -1.6550 -0.5427  0.283
H 0.2337 1.9806 -0.1910  0.321
H 3.5777 0.5155 0.0162  0.303

=====

#x
An isolated molecule of C2H5NOS, computed with ωB97M-V/def2-TZVPD.

- Spin multiplicity: 1
- Frontier orbital gap: 9.686 eV

Each line ends with the Mulliken charge.
Element x y z (Å)
C -1.0430 -0.3933 0.7852  -0.862
S -0.0301 -1.4726 -0.2458  -0.047
N 1.0939 -0.3804 -0.9308  -0.233
C 2.1094 0.0661 -0.1684  0.199
O 2.1089 0.0483 1.0360  -0.519
H -1.5044 0.3861 0.1287  0.262
H -0.4135 0.0899 1.4194  0.295
H -1.5948 -0.9282 1.4571  0.382
H 1.0158 -0.4566 -1.9335  0.256
H 2.7965 0.6093 -0.8996  0.268

=====

#y
An isolated molecule of C2H5NOS, computed with ωB97M-V/def2-TZVPD.

- Spin multiplicity: 1
- Frontier orbital gap: 9.377 eV

Each line ends with the Mulliken charge.
Element x y z (Å)
C -1.3353 -0.4473 0.2954  -0.912
C -0.2529 0.5334 -0.2447  -0.308
N 0.9613 0.3122 0.5315  -0.329
O 3.7083 -0.3243 0.0369  -0.458
S 2.2280 -0.1171 -0.3533  0.445
H -0.9423 -1.1359 1.0874  0.315
H -1.5292 -1.0123 -0.5206  0.295
H -2.2459 0.2208 0.5222  0.234
H -0.5114 1.5560 -0.0472  0.275
H -0.0806 0.4146 -1.3077  0.444

=====

Which one sits at the top of the stability order? #x does.

=====

#w
An isolated molecule of C2H5NOS, computed with ωB97M-V/def2-TZVPD.

- Spin multiplicity: 1
- Frontier orbital gap: 9.600 eV

Each line ends with the Mulliken charge.
Element x y z (Å)
C -0.7232 -0.4639 -1.3800  -0.581
O -0.1923 -1.2647 -0.3251  -0.310
C 0.2329 -0.5795 0.7118  0.234
N 0.3251 0.6926 0.6567  -0.442
S 0.8869 1.3986 2.1170  -0.198
H -1.0316 -1.1184 -2.2091  0.221
H 0.0627 0.2556 -1.6645  0.283
H -1.6002 0.1123 -0.9654  0.264
H 0.3020 -1.1815 1.6302  0.387
H 1.7376 2.1489 1.4285  0.142

=====

#x
A cluster of 2 separate species, C2H5NOS in total, computed with ωB97M-V/def2-TZVPD.

- Spin multiplicity: 1
- Frontier orbital gap: 7.990 eV

Each line ends with the Mulliken charge.
Element x y z (Å)
C -1.8654 0.4633 -0.0144  -0.730
C 1.9131 0.0381 -0.4822  0.217
H -1.4345 1.4211 -0.4342  0.235
H -2.8168 0.1084 -0.4241  0.332
H -2.0612 0.2770 1.0129  0.275
H 1.4979 -1.4875 1.4493  0.273
H 1.2813 0.1819 -1.3259  0.337
N 0.8694 -0.0699 0.6163  -0.400
O 3.1129 -0.0617 -0.1023  -0.482
S -0.4967 -0.8706 -0.2954  -0.057

=====

#y
An isolated molecule of C2H5NOS, computed with ωB97M-V/def2-TZVPD.

- Spin multiplicity: 1
- Frontier orbital gap: 9.591 eV

Each line ends with the Mulliken charge.
Element x y z (Å)
C 1.4539 -0.5213 0.0400  -0.634
O 1.1027 0.8252 -0.0110  -0.329
C -0.1947 1.0094 0.0103  0.221
N -1.0488 0.1381 0.0258  -0.391
S -2.7148 0.1684 0.0373  -0.151
H 2.4997 -0.5112 -0.1184  0.249
H 0.9335 -1.1453 -0.7435  0.267
H 1.1888 -0.9205 1.0306  0.272
H -0.4282 2.0875 -0.0141  0.357
H -2.7920 -1.1304 -0.2569  0.139

=====

Which one sits at the top of the stability order? #w does.

=====

#w
An isolated molecule of C2H5NOS, computed with ωB97M-V/def2-TZVPD.

- Spin multiplicity: 1
- Frontier orbital gap: 9.449 eV

Each line ends with the Mulliken charge.
Element x y z (Å)
C -1.5224 -0.5332 -0.0471  -0.741
O -0.1812 -0.4574 -0.4458  -0.376
C 0.6277 0.3914 0.2090  0.481
N 1.8740 0.3321 -0.3048  -0.364
S 0.1555 1.3861 1.4718  -0.363
H -2.0130 -1.2241 -0.7376  0.229
H -1.6162 -0.9299 0.9833  0.318
H -1.9508 0.3968 -0.1427  0.394
H 2.0693 -0.2634 -1.0867  0.218
H 2.5571 0.9014 0.1006  0.204

=====

#x
A cluster of 2 separate species, C2H5NOS in total, computed with ωB97M-V/def2-TZVPD.

- Spin multiplicity: 1
- Frontier orbital gap: 8.722 eV

Each line ends with the Mulliken charge.
Element x y z (Å)
H 0.4301 1.0764 1.7132  0.198
N 0.2108 0.3383 1.0283  -0.457
C -0.9765 0.0324 0.9279  0.226
O -1.3350 -0.9472 0.1064  -0.451
H -1.9276 0.5248 1.3254  0.328
H -0.8717 -0.7043 -0.6412  0.272
C 1.1592 -0.0985 -0.9374  -0.373
S -0.0697 0.3124 -1.9444  -0.344
H 1.9605 0.5765 -0.9399  0.297
H 1.4200 -1.1107 -0.6383  0.304

=====

#y
A cluster of 2 separate species, C2H5NOS in total, computed with ωB97M-V/def2-TZVPD.

- Spin multiplicity: 1
- Frontier orbital gap: 8.825 eV

Each line ends with the Mulliken charge.
Element x y z (Å)
C 0.2072 0.7162 -0.4428  -0.107
C -0.5185 -1.5759 1.1382  0.014
N -0.4487 1.6586 -1.0954  -0.289
O 0.6323 -1.9487 1.1970  -0.453
S 1.8855 0.4769 -0.5783  -0.199
H -1.0324 -1.5153 2.1422  0.230
H -1.2107 -1.2315 0.2242  0.210
H -1.3927 1.5372 -1.1893  0.229
H -0.2144 2.4089 -1.7476  0.190
H 2.0925 -0.5264 0.3518  0.174

=====

#z
A cluster of 2 separate species, C2H5NOS in total, computed with ωB97M-V/def2-TZVPD.

- Spin multiplicity: 1
- Frontier orbital gap: 9.160 eV

Each line ends with the Mulliken charge.
Element x y z (Å)
C -1.1693 -0.3802 0.2622  -0.070
C 1.6493 0.0750 -0.0669  -0.585
N 0.4830 0.7870 0.3770  -0.459
O -3.6332 -0.6076 -0.1582  -0.502
S -2.5482 0.3772 -0.0960  0.293
H -0.8919 -1.3952 0.4389  0.328
H 1.4788 -0.9957 -0.1695  0.235
H 2.0457 0.4472 -1.0154  0.272
H 2.4045 0.2032 0.7172  0.221
H 0.1812 1.4890 -0.2893  0.268

=====

Which one sits at the top of the stability order? #w does.

=====

#w
A cluster of 2 separate species, C2H5NOS in total, computed with ωB97M-V/def2-TZVPD.

- Spin multiplicity: 1
- Frontier orbital gap: 10.042 eV

Each line ends with the Mulliken charge.
Element x y z (Å)
C -2.3997 -0.7343 0.4503  -0.927
C -2.4146 0.4512 -0.0956  0.794
O -2.3853 1.5380 -0.5247  -0.356
H -1.3988 -0.9540 0.6428  0.269
H -3.1836 -1.3320 0.7431  0.290
N 1.4673 1.0264 -0.6409  -0.488
S 1.3782 0.3127 0.9557  -0.069
H 1.8412 0.4263 -1.2545  0.238
H 1.9210 1.9832 -0.7321  0.256
H 0.0167 0.3694 0.9182  -0.008

=====

#x
An isolated molecule of C2H5NOS, computed with ωB97M-V/def2-TZVPD.

- Spin multiplicity: 1
- Frontier orbital gap: 8.788 eV

Each line ends with the Mulliken charge.
Element x y z (Å)
C 0.7916 -0.0893 -1.1932  -0.715
O -0.0275 0.9548 -0.5131  -0.282
C -0.6591 0.7024 0.6630  0.363
N -0.5468 -0.5845 1.1071  -0.352
S -1.5209 1.9987 1.4317  -0.314
H 0.1705 -1.0156 -1.3456  0.332
H 1.0370 0.3747 -2.2141  0.214
H 1.7092 -0.1826 -0.6530  0.328
H -1.1454 -0.9264 1.8415  0.215
H 0.1913 -1.2324 0.8757  0.212

=====

Which one sits at the top of the stability order? #x does.